Formula: C57H65BrF3N5O9PPtS3Sb
Source: the Open Molecules 2025 dataset
Level of theory: ωB97M-V/def2-TZVPD

## Properties
total energy: -7931.06799 hartree
ΔE to the lowest compared entry with this formula, charge and spin: 92.0 kJ/mol
LUMO energy: -0.934 eV
Kohn-Sham gap: 7.2 eV
net charge: 0
strongest force on any atom: 2.4 eV/Å

Atoms and positions in Å:
1 Pt 0.643776 -0.460256 0.282903
2 O 2.860810 0.957628 3.547412
3 S 1.866719 -0.067040 3.724541
4 O 2.322310 -1.365337 4.111062
5 N 0.881388 -0.139024 2.390247
6 C -0.354075 0.261360 2.681390
7 S -1.387731 0.413799 1.408229
8 C -0.596517 0.573966 4.104333
9 C -1.773995 0.917568 4.742231
10 C -1.718554 1.168672 6.107580
11 C -0.517438 1.068676 6.807416
12 C 0.661796 0.711785 6.164728
13 C 0.587696 0.476844 4.807062
14 H -2.701356 0.979320 4.187357
15 H -2.620914 1.442085 6.637620
16 H -0.501925 1.265607 7.871081
17 H 1.595062 0.626046 6.704928
18 O -1.113189 -2.298296 -0.343788
19 P -2.061249 -2.770731 -1.405621
20 C -1.383306 -4.280183 -2.203852
21 C -2.386155 -5.183521 -2.977937
22 C -2.029604 -6.667757 -2.847368
23 C -0.529631 -6.860227 -3.043992
24 C 0.269058 -6.164533 -1.923179
25 C -0.555265 -5.095976 -1.195367
26 C -3.708376 -3.137593 -0.728618
27 C -3.715727 -4.417607 0.130691
28 C -2.948790 -4.252311 1.445384
29 C -3.393072 -2.989464 2.220851
30 C -4.559292 -2.280044 1.538716
31 C -4.206497 -1.915366 0.097658
32 C -2.150767 -1.592075 -2.808426
33 C -3.193140 -1.928028 -3.893995
34 C -4.550780 -1.269270 -3.655998
35 C -4.394359 0.241631 -3.534311
36 C -3.503919 0.582196 -2.344998
37 C -2.136290 -0.093724 -2.445311
38 H -0.661869 -3.862850 -2.916671
39 H -2.355185 -4.922731 -4.037718
40 H -3.411691 -5.024430 -2.641816
41 H -2.586991 -7.236224 -3.594367
42 H -2.331023 -7.050198 -1.867506
43 H -0.257772 -6.435434 -4.014937
44 H -0.282662 -7.921755 -3.084008
45 H 1.162119 -5.699250 -2.347667
46 H 0.612257 -6.900865 -1.193684
47 H 0.103028 -4.423363 -0.645893
48 H -1.208351 -5.568587 -0.461135
49 H -4.360498 -3.305206 -1.589744
50 H -3.309012 -5.257754 -0.432879
51 H -4.757834 -4.668483 0.344944
52 H -1.883356 -4.177734 1.229846
53 H -3.097728 -5.148492 2.050867
54 H -2.554028 -2.290090 2.274824
55 H -3.665992 -3.248766 3.245182
56 H -4.799298 -1.359629 2.076224
57 H -5.453016 -2.909627 1.567753
58 H -3.414795 -1.162971 0.148415
59 H -5.067698 -1.455078 -0.389679
60 H -1.155983 -1.796298 -3.223369
61 H -3.314772 -3.007534 -3.988463
62 H -2.807167 -1.570805 -4.854449
63 H -5.005915 -1.654538 -2.739043
64 H -5.223112 -1.518588 -4.479562
65 H -5.370634 0.719394 -3.428175
66 H -3.938200 0.629542 -4.452283
67 H -4.008368 0.296821 -1.419885
68 H -3.339208 1.660637 -2.306943
69 H -1.580763 0.047941 -1.516777
70 H -1.567628 0.424686 -3.227078
71 F 1.137248 7.583049 -4.527504
72 C 0.759411 6.684580 -3.594100
73 C 1.311516 5.421528 -3.624635
74 C 0.907383 4.502393 -2.663180
75 C -0.036463 4.842859 -1.688984
76 C -0.561936 6.134518 -1.693316
77 C -0.164288 7.066077 -2.643094
78 Sb -0.650563 3.308107 -0.318399
79 C 0.641771 3.960599 1.270806
80 C 0.340906 3.603054 2.587492
81 C 1.168373 3.957561 3.642675
82 C 2.310212 4.680704 3.362062
83 F 3.128670 5.024551 4.379380
84 C 2.637161 5.074602 2.081692
85 C 1.792901 4.708919 1.037403
86 C -2.337994 4.395046 0.469190
87 C -2.235496 5.423518 1.407261
88 C -3.359187 6.097406 1.867658
89 C -4.593961 5.734463 1.370260
90 F -5.691045 6.380692 1.816475
91 C -4.746082 4.732551 0.435771
92 C -3.609018 4.066112 -0.002620
93 H 2.031412 5.167775 -4.391612
94 H 1.337114 3.506274 -2.667908
95 H -1.294661 6.427812 -0.951243
96 H -0.563531 8.071446 -2.657959
97 H -0.574971 3.062629 2.803105
98 H 0.937929 3.685412 4.665077
99 H 3.528380 5.664970 1.913303
100 H 2.041558 5.021014 0.029221
101 H -1.265391 5.715757 1.791370
102 H -3.286593 6.890225 2.600263
103 H -5.732943 4.483352 0.069432
104 H -3.727246 3.269972 -0.727398
105 Br 0.362790 1.781981 -7.505283
106 C 0.719864 0.470789 -6.196510
107 C 0.867845 -0.856146 -6.571615
108 N 1.098487 -1.826624 -5.690610
109 C 1.184720 -1.490237 -4.405321
110 C 1.061090 -0.184344 -3.944593
111 C 0.817002 0.821651 -4.865182
112 C 1.087253 0.149701 -2.476398
113 O 0.891785 -0.878275 -1.714090
114 O 1.268249 1.306361 -2.123309
115 H 0.793335 -1.143671 -7.613440
116 H 1.360666 -2.294001 -3.699973
117 H 0.695654 1.845133 -4.534979
118 C 6.153777 -1.381466 5.771593
119 C 5.931315 -0.196186 4.836131
120 S 6.464290 -0.643025 3.209904
121 O 7.902652 -0.747558 3.201649
122 O 5.679720 -1.770927 2.761122
123 C 6.024445 0.762230 2.212475
124 C 5.935648 0.381043 0.743592
125 N 4.714602 -0.360113 0.417631
126 C 3.483188 0.195634 0.427419
127 N 2.570893 -0.751659 0.224230
128 C 3.214479 -1.946919 0.076366
129 C 4.537955 -1.709752 0.194641
130 N 5.584683 -2.679316 0.012213
131 O 6.719302 -2.277868 -0.161258
132 O 5.236537 -3.839174 0.002239
133 C 3.207834 1.649151 0.543124
134 H 5.972260 -1.075777 6.800894
135 H 7.174770 -1.753751 5.694765
136 H 5.471097 -2.190756 5.519350
137 H 6.524375 0.675959 5.115596
138 H 4.878142 0.065312 4.747670
139 H 6.830328 1.482748 2.352528
140 H 5.087293 1.165673 2.597455
141 H 6.785399 -0.224234 0.447805
142 H 5.938386 1.286613 0.139532
143 H 2.705297 -2.870682 -0.127933
144 H 3.989487 2.234811 0.058837
145 H 3.127741 1.962068 1.583598
146 H 2.261184 1.845480 0.045195

Forces on the atoms, in the same order (eV/Å):
Pt 1.719 0.243 1.716
O 0.093 0.060 0.055
S 0.258 -0.361 -0.157
O 0.032 -0.046 -0.031
N -1.085 0.227 -0.428
C 0.116 0.088 0.490
S -0.870 -0.228 -0.719
C 0.128 -0.026 -0.177
C -0.009 0.052 0.034
C 0.020 -0.009 -0.027
C -0.035 0.026 0.016
C 0.062 0.025 -0.060
C -0.142 -0.026 0.127
H 0.002 0.027 0.003
H 0.001 -0.006 0.005
H -0.011 0.005 -0.003
H -0.006 -0.016 0.000
O -0.452 -0.164 -0.006
P 0.446 -0.010 0.017
C -0.120 -0.161 0.060
C 0.163 -0.012 0.068
C 0.025 0.039 -0.069
C -0.038 0.018 0.065
C -0.052 0.021 -0.028
C 0.067 0.001 -0.149
C -0.137 -0.072 0.097
C 0.094 0.090 0.020
C -0.064 0.075 -0.035
C 0.059 -0.022 -0.060
C 0.041 -0.002 0.003
C 0.058 -0.080 -0.007
C -0.090 0.094 -0.041
C 0.019 0.010 0.150
C 0.106 0.071 -0.075
C -0.015 -0.042 0.068
C 0.093 -0.032 -0.133
C -0.097 -0.065 0.069
H 0.001 -0.035 -0.026
H -0.031 0.028 0.003
H -0.030 0.011 -0.030
H -0.032 -0.019 0.038
H -0.001 -0.010 -0.011
H 0.013 -0.029 -0.008
H 0.026 0.006 -0.035
H 0.025 -0.024 0.029
H 0.030 0.014 -0.003
H -0.042 0.003 0.044
H -0.007 0.008 0.023
H -0.073 0.023 0.022
H -0.045 -0.034 -0.007
H -0.002 -0.025 -0.028
H 0.006 -0.034 0.040
H 0.003 -0.003 -0.001
H -0.022 -0.020 0.002
H 0.016 0.017 0.019
H -0.050 -0.025 0.028
H -0.029 0.042 0.006
H -0.054 0.034 -0.035
H 0.020 0.002 -0.029
H -0.061 0.029 -0.023
H 0.022 0.001 -0.065
H 0.011 -0.021 -0.014
H -0.049 -0.005 -0.011
H -0.014 -0.032 0.017
H 0.006 0.026 -0.020
H -0.038 0.018 -0.009
H -0.019 0.011 0.019
H -0.021 0.061 0.086
H 0.049 0.036 -0.033
H -0.038 -0.038 0.014
F 0.002 -0.004 0.006
C 0.035 0.034 -0.025
C -0.003 -0.048 0.038
C -0.038 0.023 0.065
C 0.075 0.015 -0.141
C 0.036 -0.047 0.014
C -0.035 0.006 0.028
Sb -0.200 0.301 -0.037
C 0.067 -0.029 0.076
C 0.000 -0.006 -0.090
C -0.036 -0.025 0.007
C 0.015 0.001 0.023
F -0.003 -0.003 -0.004
C -0.018 -0.010 -0.060
C 0.012 -0.063 0.039
C -0.068 0.056 0.010
C -0.002 -0.005 -0.029
C 0.037 -0.012 0.013
C -0.026 0.022 0.014
F 0.005 0.006 -0.003
C 0.012 -0.036 -0.014
C 0.035 0.000 0.046
H 0.013 0.004 0.012
H -0.044 0.002 -0.067
H -0.009 -0.005 -0.012
H -0.007 -0.003 -0.001
H 0.032 -0.014 -0.001
H 0.009 -0.004 -0.005
H 0.006 -0.012 -0.003
H -0.001 0.007 0.002
H 0.002 -0.020 0.001
H -0.003 0.009 -0.011
H 0.003 -0.008 0.005
H -0.002 -0.048 -0.042
Br -0.002 0.036 -0.049
C -0.020 -0.017 0.012
C 0.019 -0.089 0.052
N 0.004 0.076 0.003
C 0.024 -0.024 -0.072
C -0.113 -0.126 0.065
C 0.070 0.068 -0.021
C 0.132 -0.355 -0.192
O -0.978 0.630 -0.189
O 0.017 0.123 0.123
H -0.006 0.003 -0.006
H 0.010 0.004 0.006
H 0.016 -0.003 0.016
C -0.026 0.018 -0.042
C 0.023 -0.102 0.079
S 0.230 -0.444 -0.025
O -0.077 0.011 -0.018
O 0.018 0.144 0.058
C -0.081 0.169 0.064
C 0.044 -0.020 -0.132
N -0.068 0.073 -0.011
C 0.181 0.021 -0.201
N 0.928 -0.185 -0.177
C -0.121 -0.032 -0.044
C 0.205 -0.059 -0.034
N -0.083 0.050 0.043
O 0.021 -0.023 -0.013
O 0.016 -0.002 0.008
C 0.010 -0.024 0.021
H -0.010 0.002 -0.007
H 0.016 0.038 0.032
H -0.003 0.004 0.003
H -0.055 0.015 0.032
H -0.038 0.072 0.052
H -0.070 0.061 -0.001
H -0.025 0.023 -0.046
H -0.011 0.000 -0.034
H 0.010 0.000 -0.013
H -0.033 0.009 0.024
H -0.006 -0.024 -0.036
H -0.022 -0.015 -0.001
H 0.004 0.006 -0.043

Atom charges from the Mulliken analysis, given in e for atoms 1 to 99:
1. Pt 1.9691
2. O -0.6548
3. S 0.9805
4. O -0.7999
5. N 0.2782
6. C 0.9271
7. S -0.3950
8. C -0.4598
9. C -0.5763
10. C -0.7149
11. C -0.6912
12. C -0.5053
13. C 0.0374
14. H 0.5879
15. H 0.4428
16. H 0.4160
17. H 0.5359
18. O -1.1018
19. P 0.4425
20. C 0.7788
21. C -1.1822
22. C -0.9232
23. C -0.7284
24. C -0.8553
25. C -0.7737
26. C 0.4835
27. C -1.7236
28. C -0.4755
29. C 0.1031
30. C -1.3781
31. C 0.3558
32. C 1.2591
33. C -1.0798
34. C -0.5420
35. C -1.3865
36. C -0.0367
37. C 0.2028
38. H 0.4949
39. H 0.4411
40. H 0.2737
41. H 0.5179
42. H 0.3036
43. H 0.3330
44. H 0.4412
45. H 0.2372
46. H 0.5141
47. H -0.1458
48. H 0.3427
49. H 1.2899
50. H 0.4258
51. H 0.5241
52. H 0.1510
53. H 0.5581
54. H -0.4989
55. H 0.4546
56. H 0.5459
57. H 0.4231
58. H -0.9381
59. H 0.2088
60. H -0.8251
61. H 0.1334
62. H 0.4509
63. H 0.0775
64. H 0.4387
65. H 0.4834
66. H 0.3712
67. H 0.1255
68. H 0.4123
69. H -0.9712
70. H 0.3446
71. F -0.3471
72. C 0.2097
73. C -0.7144
74. C -0.5202
75. C 0.0413
76. C -0.1155
77. C -0.8515
78. Sb 0.8386
79. C -0.0043
80. C -0.4622
81. C -0.7776
82. C 0.4616
83. F -0.4225
84. C -0.8086
85. C -0.5954
86. C 0.3447
87. C -0.2560
88. C -0.7736
89. C 0.2035
90. F -0.3484
91. C -0.6504
92. C -0.4973
93. H 0.5063
94. H 0.5172
95. H 0.3642
96. H 0.4553
97. H 0.8512
98. H 0.4435
99. H 0.4549